1.
This record from the Open Molecules 2025 dataset describes C44H46AuF6N8OPSSb2 as an isolated structure. The level of theory is ωB97M-V/def2-TZVPD.

Last column: Mulliken spin population.
Atoms and positions in Å:
Au: 0.737 1.166 -1.973  0.260
C: 4.977 -1.078 0.744  0.017
N: 4.181 -0.539 -0.353  -0.002
C: 2.868 -0.369 -0.408  -0.002
N: 2.569 0.186 -1.573  0.112
C: 3.772 0.321 -2.217  -0.005
N: 4.776 -0.109 -1.497  0.008
C: 5.020 -0.219 1.998  -0.028
C: 5.852 -0.674 3.037  0.107
C: 5.956 -0.001 4.244  -0.028
C: 5.228 1.153 4.447  0.089
C: 4.408 1.633 3.408  0.019
C: 4.305 0.939 2.179  0.058
C: 3.716 2.839 3.646  0.150
N: 3.659 3.498 4.826  0.131
N: 2.942 4.584 4.632  0.137
C: 2.566 4.589 3.334  0.148
O: 3.031 3.496 2.687  -0.047
C: 1.834 5.602 2.685  0.017
C: 1.470 6.739 3.439  0.083
C: 0.827 7.778 2.803  -0.032
C: 0.536 7.687 1.446  0.119
C: 0.879 6.557 0.687  -0.014
C: 0.549 6.548 -0.799  0.003
N: 0.110 5.244 -1.292  0.001
C: 0.843 4.190 -1.623  -0.014
N: 0.033 3.187 -1.934  0.024
C: -1.222 3.713 -1.789  0.017
N: -1.213 4.960 -1.403  0.000
C: 1.526 5.516 1.311  0.058
H: 5.979 -1.201 0.348  0.003
H: 4.590 -2.066 0.992  -0.002
H: 2.163 -0.624 0.371  0.006
H: 3.885 0.736 -3.208  0.001
H: 6.429 -1.583 2.890  -0.001
H: 6.602 -0.381 5.025  0.001
H: 5.286 1.698 5.381  -0.002
H: 3.653 1.332 1.409  0.006
H: 1.700 6.779 4.496  -0.001
H: 0.547 8.662 3.359  0.001
H: 0.026 8.513 0.962  0.000
H: 1.411 6.864 -1.385  0.002
H: -0.265 7.235 -1.003  -0.001
H: 1.923 4.175 -1.659  0.000
H: -2.127 3.157 -1.976  -0.016
H: 1.798 4.617 0.774  0.010
C: -5.207 2.526 1.923  0.007
C: -5.286 2.171 0.440  0.070
Sb: -4.205 0.380 -0.027  0.662
C: -5.085 -1.169 1.159  0.074
C: -5.984 -2.076 0.321  0.019
C: -4.693 -0.032 -2.081  0.109
C: -4.065 0.985 -3.032  0.019
H: -5.720 3.474 2.093  0.004
H: -4.178 2.641 2.264  0.002
H: -5.694 1.778 2.551  0.000
H: -4.863 2.950 -0.195  -0.005
H: -6.304 1.948 0.105  0.024
H: -5.630 -0.640 1.942  0.000
H: -4.252 -1.698 1.617  0.000
H: -6.822 -1.535 -0.122  -0.004
H: -6.406 -2.853 0.961  0.011
H: -5.437 -2.573 -0.480  0.002
H: -5.787 0.001 -2.105  0.022
H: -4.361 -1.050 -2.281  -0.011
H: -4.430 1.997 -2.845  0.000
H: -4.327 0.736 -4.062  0.002
H: -2.975 0.981 -2.965  0.001
F: -1.296 -0.618 0.655  -0.037
P: -0.871 0.716 1.506  0.008
F: -2.335 0.711 2.190  -0.004
F: -0.277 -0.194 2.666  0.002
F: -1.469 1.601 0.248  -0.016
F: 0.585 0.666 0.750  -0.005
F: -0.455 2.061 2.236  0.004
S: -0.225 -0.980 -2.789  0.618
Sb: -0.340 -3.110 -1.740  -0.010
C: -0.878 -4.041 -3.553  0.039
C: 0.103 -4.036 -4.545  -0.003
C: -0.148 -4.683 -5.747  -0.001
C: -1.365 -5.322 -5.953  0.009
C: -2.347 -5.300 -4.970  -0.002
C: -2.113 -4.652 -3.765  0.000
C: -1.439 -3.764 -0.059  0.001
C: -0.953 -3.403 1.197  -0.005
C: -1.576 -3.911 2.326  0.000
C: -2.657 -4.779 2.198  0.000
C: -3.120 -5.145 0.942  0.000
C: -2.518 -4.634 -0.203  0.000
C: 1.637 -3.674 -1.299  -0.005
C: 1.857 -4.681 -0.362  0.002
C: 3.154 -5.139 -0.153  0.001
C: 4.210 -4.599 -0.878  -0.001
C: 3.982 -3.593 -1.812  0.001
C: 2.693 -3.124 -2.024  0.008
H: 1.056 -3.544 -4.391  0.000
H: 0.607 -4.684 -6.523  0.000
H: -1.553 -5.835 -6.888  0.000
H: -3.299 -5.789 -5.137  0.000
H: -2.898 -4.627 -3.026  0.002
H: -0.105 -2.741 1.305  0.000
H: -1.216 -3.627 3.307  0.000
H: -3.134 -5.179 3.085  0.000
H: -3.947 -5.836 0.844  0.000
H: -2.881 -4.943 -1.168  0.001
H: 1.039 -5.122 0.194  0.000
H: 3.334 -5.926 0.568  0.000
H: 5.214 -4.980 -0.730  0.000
H: 4.806 -3.190 -2.392  0.000
H: 2.513 -2.346 -2.760  -0.004

## Properties
Energy relative to the best compared isomer or geometry (same formula, charge and spin) ... 12.0 kcal/mol
Orbital gap (spin up / spin down) ... 0.2737 / 0.1902 hartree
DFT total energy ... -113517.387 eV
⟨S²⟩ ... 3.80
Spin multiplicity ... 4
Net charge ... +3

2.
This record from the Open Molecules 2025 dataset describes C44H46BaIN8O8P as an isolated structure at a distorted geometry. The level of theory is ωB97M-V/def2-TZVPD.

Last column: Löwdin charge in e.
Atoms and positions in Å:
Ba: 0.733 0.982 -0.367  2.059
C: 1.190 -2.379 -4.604  -0.027
C: 0.113 -1.350 -4.808  -0.240
N: -0.425 -1.275 -6.027  0.116
C: -1.386 -0.388 -6.279  -0.089
C: -1.898 0.466 -5.322  -0.150
C: -3.073 1.357 -5.614  -0.200
O: -4.320 0.697 -5.393  -0.046
C: -1.351 0.397 -4.049  -0.087
C: -1.812 1.186 -2.887  -0.094
N: -2.238 0.653 -1.823  0.127
C: -2.654 -0.697 -1.740  -0.263
C: -4.032 -0.870 -1.947  -0.025
C: -4.647 -2.099 -1.826  -0.068
C: -3.901 -3.214 -1.467  -0.076
C: -2.543 -3.070 -1.260  -0.117
C: -1.912 -1.831 -1.401  -0.325
I: 0.181 -1.987 -1.094  1.997
C: -0.304 -0.487 -3.767  -0.290
O: 0.292 -0.399 -2.552  -0.605
H: 1.565 -2.692 -5.577  0.080
H: 1.997 -1.962 -4.002  0.053
H: 0.787 -3.255 -4.087  0.073
H: -1.769 -0.371 -7.296  0.118
H: -3.010 2.270 -5.013  0.114
H: -3.077 1.643 -6.664  0.121
H: -4.314 0.309 -4.510  0.061
H: -1.712 2.274 -2.892  0.129
H: -4.616 0.015 -2.176  0.120
H: -5.714 -2.182 -1.998  0.109
H: -4.368 -4.184 -1.345  0.107
H: -1.941 -3.925 -0.973  0.094
N: 2.477 -0.463 1.117  -0.041
C: 3.422 -1.092 0.186  -0.325
C: 4.865 -0.752 0.568  -0.133
C: 5.945 -1.317 -0.359  -0.163
C: 6.018 -2.845 -0.324  -0.166
N: 4.860 -3.463 -0.966  0.082
C: 4.037 -4.281 -0.315  -0.472
N: 4.450 -4.966 0.758  0.196
N: 2.767 -4.457 -0.712  0.144
C: 3.117 -0.558 -1.235  -0.697
O: 3.292 -1.329 -2.212  -0.037
O: 2.706 0.634 -1.295  -0.362
H: 2.949 -0.201 1.974  0.083
H: 1.789 -1.175 1.386  0.033
H: 3.259 -2.165 0.202  0.102
H: 5.059 -1.114 1.584  0.122
H: 4.938 0.341 0.585  0.127
H: 6.919 -0.941 -0.045  0.114
H: 5.773 -0.967 -1.383  0.120
H: 6.043 -3.153 0.725  0.103
H: 6.943 -3.184 -0.794  0.117
H: 4.338 -2.842 -1.591  0.110
H: 5.369 -4.853 1.138  0.095
H: 3.762 -5.485 1.277  0.126
H: 2.537 -3.860 -1.496  0.084
H: 2.089 -4.218 0.091  -0.174
C: 1.483 3.564 -4.439  -0.034
C: 1.185 4.881 -4.127  -0.050
C: 0.807 5.204 -2.831  -0.009
C: 0.719 4.189 -1.889  -0.223
N: 0.996 2.917 -2.195  -0.019
C: 1.382 2.615 -3.433  -0.115
C: 0.246 4.430 -0.494  -0.226
C: 0.345 5.663 0.138  -0.011
C: -0.195 5.807 1.409  -0.051
C: -0.855 4.736 1.992  -0.038
C: -0.901 3.536 1.295  -0.109
N: -0.329 3.377 0.102  -0.038
H: 1.780 3.272 -5.438  0.111
H: 1.241 5.653 -4.885  0.110
H: 0.552 6.224 -2.574  0.110
H: 1.628 1.569 -3.610  0.115
H: 0.849 6.491 -0.344  0.111
H: -0.112 6.752 1.932  0.111
H: -1.321 4.821 2.964  0.111
H: -1.442 2.669 1.676  0.092
O: -2.492 0.795 1.605  -0.001
C: -1.547 0.068 1.911  -0.708
O: -0.443 -0.023 1.229  -0.541
C: -1.657 -0.771 3.215  -0.249
P: -0.106 -1.656 3.692  1.087
C: -0.772 -2.477 5.220  -0.376
C: -1.259 -3.775 5.043  -0.114
C: -1.861 -4.464 6.089  -0.093
C: -1.974 -3.867 7.337  -0.099
C: -1.480 -2.584 7.532  -0.089
C: -0.887 -1.892 6.482  -0.090
C: 0.842 -0.281 4.469  -0.394
C: 1.961 -0.644 5.226  -0.122
C: 2.815 0.316 5.750  -0.091
C: 2.572 1.666 5.513  -0.098
C: 1.468 2.039 4.762  -0.084
C: 0.608 1.073 4.246  -0.081
H: -2.437 -1.519 3.068  0.092
H: -1.979 -0.122 4.030  0.090
H: -1.155 -4.244 4.067  0.098
H: -2.236 -5.468 5.931  0.100
H: -2.445 -4.399 8.155  0.099
H: -1.560 -2.114 8.506  0.100
H: -0.514 -0.890 6.651  0.101
H: 2.156 -1.697 5.405  0.106
H: 3.673 0.016 6.342  0.100
H: 3.239 2.421 5.914  0.099
H: 1.268 3.090 4.579  0.098
H: -0.252 1.385 3.665  0.090
O: 1.370 -3.523 0.356  -0.392
O: -0.097 -3.405 0.279  -0.552

## Properties
Energy relative to the best compared isomer or geometry (same formula, charge and spin) ... 7.0 kcal/mol
Orbital gap ... 0.2839 hartree
DFT total energy ... -92754.764 eV

3.
This record from the Open Molecules 2025 dataset describes C44H48AsN7O2Sn as an isolated structure at a distorted geometry. The level of theory is ωB97M-V/def2-TZVPD.

Last column: Löwdin charge in e.
Atoms and positions in Å:
Sn: 0.026 0.972 -0.508  1.398
C: 0.516 0.322 -4.515  -0.203
C: 0.367 -1.169 -4.216  -0.172
C: 0.267 -1.489 -2.720  -0.259
N: -0.724 -0.670 -2.073  -0.091
C: -2.010 -0.871 -2.268  -0.260
C: -2.512 -2.016 -2.928  -0.051
C: -3.784 -2.393 -3.302  -0.108
C: -4.959 -1.662 -3.279  -0.133
C: -5.093 -0.362 -2.812  -0.099
C: -4.195 0.410 -2.111  -0.030
C: -2.882 0.149 -1.649  -0.239
N: -2.310 0.854 -0.704  -0.079
C: -3.040 1.792 0.102  -0.248
C: -2.781 3.243 -0.318  -0.159
C: -1.402 3.741 0.131  -0.259
N: -0.365 3.286 -0.754  -0.109
C: 0.213 4.035 -1.667  -0.234
C: -0.153 5.381 -1.889  -0.031
C: 0.362 6.386 -2.679  -0.105
C: 1.452 6.374 -3.532  -0.133
C: 2.266 5.281 -3.777  -0.100
C: 2.167 3.991 -3.305  -0.035
C: 1.264 3.336 -2.435  -0.235
N: 1.343 2.042 -2.205  -0.103
C: 2.299 1.204 -2.890  -0.253
C: 1.918 0.904 -4.348  -0.176
H: -0.168 0.876 -3.871  0.098
H: 0.206 0.489 -5.549  0.109
H: 1.201 -1.723 -4.650  0.111
H: -0.551 -1.512 -4.701  0.100
H: 1.214 -1.296 -2.220  0.072
H: 0.071 -2.565 -2.589  0.108
H: -1.771 -2.779 -3.136  0.093
H: -3.867 -3.388 -3.729  0.103
H: -5.844 -2.128 -3.693  0.088
H: -6.055 0.107 -2.996  0.102
H: -4.555 1.400 -1.859  0.094
H: -2.691 1.653 1.132  0.102
H: -4.117 1.580 0.084  0.108
H: -3.554 3.884 0.110  0.109
H: -2.832 3.309 -1.405  0.117
H: -1.188 3.301 1.112  0.094
H: -1.410 4.830 0.254  0.098
H: -1.018 5.703 -1.324  0.083
H: -0.157 7.338 -2.600  0.101
H: 1.694 7.298 -4.042  0.088
H: 3.099 5.458 -4.452  0.102
H: 2.951 3.349 -3.676  0.080
H: 2.343 0.274 -2.323  0.081
H: 3.310 1.636 -2.860  0.110
H: 2.659 0.226 -4.780  0.112
H: 1.952 1.837 -4.917  0.098
O: 1.325 -1.261 0.364  -0.569
As: 0.823 -2.365 1.421  1.170
C: 1.460 -4.038 0.655  -0.274
C: 0.622 -5.084 0.304  -0.094
C: 1.125 -6.156 -0.417  -0.084
C: 2.458 -6.182 -0.789  -0.088
C: 3.294 -5.129 -0.453  -0.082
C: 2.792 -4.057 0.261  -0.098
C: -1.080 -2.573 1.668  -0.306
C: -1.732 -2.556 2.889  -0.107
C: -3.113 -2.609 2.926  -0.077
C: -3.839 -2.660 1.748  -0.068
C: -3.186 -2.691 0.527  -0.053
C: -1.806 -2.647 0.491  -0.100
C: 1.738 -2.059 3.100  -0.280
C: 2.676 -1.037 3.074  -0.106
C: 3.371 -0.694 4.220  -0.087
C: 3.125 -1.381 5.399  -0.092
C: 2.205 -2.418 5.423  -0.087
C: 1.516 -2.767 4.272  -0.099
H: -0.425 -5.054 0.588  0.098
H: 0.467 -6.962 -0.706  0.103
H: 2.842 -7.012 -1.362  0.102
H: 4.328 -5.134 -0.766  0.103
H: 3.414 -3.199 0.502  0.105
H: -1.172 -2.459 3.810  0.090
H: -3.624 -2.605 3.878  0.103
H: -4.918 -2.647 1.776  0.104
H: -3.747 -2.732 -0.393  0.100
H: -1.265 -2.647 -0.447  0.092
H: 2.829 -0.521 2.131  0.101
H: 4.106 0.101 4.196  0.105
H: 3.651 -1.107 6.303  0.102
H: 2.028 -2.956 6.344  0.105
H: 0.813 -3.591 4.285  0.107
C: 1.655 2.279 5.904  -0.031
N: 1.162 1.768 4.653  -0.098
C: 0.084 0.816 4.549  -0.023
C: -0.069 0.718 3.005  -0.503
O: -0.877 0.031 2.426  -0.001
N: 0.852 1.527 2.445  0.129
C: 1.554 2.094 3.402  -0.430
N: 2.548 2.939 3.110  0.214
H: 0.873 2.170 6.653  0.093
H: 1.888 3.341 5.810  0.090
H: 2.539 1.732 6.251  0.083
H: -0.841 1.177 5.014  0.138
H: 0.355 -0.157 4.975  0.120
H: 2.772 2.999 2.130  0.121
H: 3.236 3.230 3.780  0.104

## Properties
Orbital gap ... 0.2302 hartree
DFT total energy ... -127601.203 eV

4.
This record from the Open Molecules 2025 dataset describes C44H48EuN8S3Sb as an isolated structure at a distorted geometry. The level of theory is ωB97M-V/def2-TZVPD.

Last column: Mulliken spin population.
Atoms and positions in Å:
Eu: 0.609 -0.508 -1.045  3.992
C: 2.166 3.953 -0.019  0.061
C: 2.064 2.585 -0.188  0.007
N: 0.954 2.009 -0.649  0.037
C: -0.064 2.833 -0.992  -0.062
C: 0.041 4.203 -0.734  0.040
N: 1.131 4.764 -0.247  0.009
C: -1.228 2.230 -1.651  0.132
C: -2.111 2.996 -2.395  0.044
C: -3.244 2.391 -2.970  0.118
C: -3.384 1.023 -2.800  -0.035
C: -2.400 0.286 -2.126  0.114
N: -1.366 0.897 -1.515  0.272
C: -2.529 -1.163 -1.889  -0.028
C: -3.609 -1.951 -2.351  0.013
N: -3.798 -3.189 -1.981  0.008
C: -2.888 -3.723 -1.149  0.049
C: -1.797 -3.003 -0.720  -0.002
N: -1.622 -1.714 -1.047  0.110
C: -4.250 3.173 -3.695  -0.044
C: -5.259 2.562 -4.446  0.060
C: -6.210 3.345 -5.073  -0.015
N: -6.222 4.669 -5.036  0.063
C: -5.258 5.256 -4.347  -0.015
C: -4.271 4.574 -3.659  0.056
H: 3.070 4.425 0.338  0.003
H: 2.888 1.919 0.038  -0.012
H: -0.790 4.878 -0.895  -0.001
H: -1.902 4.040 -2.555  0.001
H: -4.223 0.491 -3.211  0.012
H: -4.322 -1.562 -3.064  0.000
H: -3.066 -4.740 -0.833  0.005
H: -1.041 -3.440 -0.076  0.002
H: -5.308 1.491 -4.559  0.017
H: -7.015 2.893 -5.639  -0.001
H: -5.291 6.339 -4.345  0.000
H: -3.541 5.133 -3.096  0.018
S: -1.646 -0.917 -4.384  0.741
Sb: 0.708 -1.293 -4.400  0.063
S: 0.887 -2.795 -2.506  0.051
S: 1.528 0.706 -3.306  0.081
C: 5.304 -0.496 -1.456  0.004
C: 4.176 -1.406 -1.949  0.001
C: 4.391 -1.797 -3.412  0.029
C: 4.041 -2.610 -1.046  0.008
C: 4.839 -3.724 -1.250  -0.022
C: 4.744 -4.834 -0.430  0.031
C: 3.799 -4.854 0.574  -0.023
C: 2.971 -3.767 0.810  -0.038
C: 1.838 -3.939 1.800  0.055
C: 2.342 -4.126 3.235  -0.003
C: 0.958 -5.125 1.389  0.003
C: 3.127 -2.599 0.029  -0.019
N: 2.363 -1.457 0.289  0.235
C: 2.272 -1.123 1.581  0.251
C: 1.311 -0.320 2.181  0.116
N: 0.259 0.270 1.610  0.287
C: -0.509 1.019 2.502  -0.018
C: 0.064 1.859 3.494  -0.009
C: -0.753 2.413 4.469  -0.029
C: -2.116 2.200 4.496  0.041
C: -2.689 1.471 3.474  -0.032
C: -1.918 0.902 2.476  -0.001
C: -2.614 0.094 1.408  0.001
C: -3.771 0.874 0.778  0.010
C: -3.120 -1.235 1.976  0.010
C: 1.529 2.256 3.534  -0.007
C: 1.674 3.779 3.434  0.004
C: 2.212 1.768 4.816  -0.006
H: 5.388 0.375 -2.102  0.000
H: 6.253 -1.031 -1.461  -0.001
H: 5.102 -0.162 -0.439  -0.001
H: 3.233 -0.826 -1.898  0.006
H: 5.419 -2.099 -3.604  0.000
H: 4.161 -0.946 -4.050  -0.002
H: 3.728 -2.618 -3.679  -0.007
H: 5.550 -3.731 -2.063  0.000
H: 5.383 -5.692 -0.594  0.003
H: 3.688 -5.740 1.181  0.000
H: 1.201 -3.048 1.772  -0.019
H: 2.966 -5.014 3.311  0.000
H: 1.498 -4.233 3.915  -0.002
H: 2.937 -3.273 3.558  0.001
H: 1.454 -6.072 1.586  0.000
H: 0.733 -5.071 0.326  -0.001
H: 0.024 -5.106 1.950  0.000
H: 3.006 -1.558 2.263  0.062
H: 1.398 -0.271 3.267  0.103
H: -0.309 3.016 5.249  0.001
H: -2.726 2.604 5.293  0.003
H: -3.758 1.312 3.470  0.000
H: -1.878 -0.126 0.627  0.006
H: -4.576 1.035 1.492  0.002
H: -4.181 0.325 -0.068  -0.002
H: -3.427 1.845 0.425  0.001
H: -3.833 -1.064 2.780  0.000
H: -2.289 -1.814 2.371  -0.005
H: -3.610 -1.819 1.198  0.001
H: 2.047 1.822 2.674  0.012
H: 1.248 4.269 4.305  0.001
H: 1.170 4.158 2.549  0.001
H: 2.727 4.049 3.376  -0.001
H: 1.753 2.222 5.690  0.000
H: 3.267 2.035 4.806  0.001
H: 2.135 0.689 4.926  -0.004

## Properties
Energy relative to the best compared isomer or geometry (same formula, charge and spin) ... 72.2 kcal/mol
Orbital gap (spin up / spin down) ... 0.1642 / 0.2049 hartree
DFT total energy ... -116703.780 eV
⟨S²⟩ ... 15.85
Spin multiplicity ... 8
Net charge ... -1